Density functional theory data (ωB97M-V/def2-TZVPD) for a structure of composition C92H194F15N11O13S5 at a distorted geometry.

XYZ file:
```
330
Properties=species:S:1:pos:R:3
C -4.12857 -1.72806 -9.31002
C -3.17078 -2.60599 -8.43660
C -1.76812 -2.49253 -9.03911
C -0.74014 -3.34168 -8.27460
N 0.76655 -3.02930 -8.27953
C 1.53656 -4.20836 -7.73996
C 2.83365 -3.58815 -7.29243
C 2.58957 -2.17755 -6.87271
C 1.13106 -1.94160 -7.28656
C 1.31269 -2.63829 -9.62750
H -3.68425 -0.79504 -9.51494
H -5.07078 -1.52761 -8.73064
H -4.32609 -2.18977 -10.27870
H -3.47073 -3.64480 -8.40067
H -3.11950 -2.34853 -7.37884
H -1.50582 -1.39517 -8.91950
H -1.79390 -2.66361 -10.13723
H -0.83085 -4.41306 -8.57501
H -0.98871 -3.35597 -7.24492
H 1.65867 -4.98308 -8.47792
H 0.86353 -4.58121 -6.96964
H 3.43320 -3.63611 -8.18572
H 3.18173 -4.24139 -6.48311
H 3.22029 -1.45173 -7.28863
H 2.59780 -2.15001 -5.77352
H 0.97459 -0.93613 -7.71910
H 0.40429 -2.09701 -6.50000
H 1.16839 -3.37905 -10.38848
H 2.35739 -2.34082 -9.66008
H 0.70179 -1.80966 -9.92166
C -0.89718 -2.66540 5.49158
C -2.10223 -1.95851 6.14952
C -3.01485 -3.08236 6.60385
C -4.32733 -2.40646 7.06925
N -5.40395 -3.41886 7.50774
C -6.72932 -2.75778 7.67607
C -7.49609 -3.75664 8.52744
C -6.52630 -4.60967 9.27209
C -5.11037 -4.05117 8.84104
C -5.61184 -4.47321 6.48122
H -0.35810 -1.87923 4.92001
H -1.18798 -3.54160 4.91637
H -0.19183 -2.95051 6.22902
H -2.67804 -1.34367 5.42300
H -1.72246 -1.24963 6.90963
H -2.41490 -3.66910 7.35016
H -3.09099 -3.74082 5.71269
H -4.77561 -1.85581 6.27537
H -4.14027 -1.78443 7.98551
H -7.15362 -2.57232 6.70867
H -6.68415 -1.82732 8.24691
H -8.23208 -4.35797 7.93373
H -8.11046 -3.22860 9.21267
H -6.62590 -5.70048 9.13472
H -6.56080 -4.37760 10.36438
H -4.41224 -4.84910 8.67055
H -4.59975 -3.34053 9.46908
H -5.76217 -3.98872 5.47525
H -6.38494 -5.06337 6.86717
H -4.74789 -5.16786 6.46669
C 3.92683 -1.43157 -3.16306
C 4.78719 -2.32236 -2.21185
C 6.15641 -1.71025 -1.77757
C 6.99794 -2.69896 -0.99793
N 8.20333 -2.21381 -0.23541
C 8.88107 -3.34820 0.53057
C 8.41433 -3.08945 1.96441
C 8.52458 -1.55082 2.11115
C 7.82594 -1.16931 0.88100
C 9.18993 -1.65411 -1.22382
H 3.01741 -2.06745 -3.36959
H 4.41978 -1.38724 -4.14326
H 3.64882 -0.55013 -2.64100
H 4.93363 -3.19033 -2.86086
H 4.20806 -2.55802 -1.27529
H 5.86061 -0.99508 -0.97692
H 6.64306 -1.17023 -2.62522
H 7.38709 -3.40214 -1.71977
H 6.30462 -3.24513 -0.25976
H 10.01428 -3.37843 0.43771
H 8.54113 -4.31828 0.14078
H 9.09683 -3.57504 2.71836
H 7.37771 -3.29486 2.10513
H 9.63979 -1.26313 2.14061
H 8.08920 -1.20525 3.02811
H 8.08605 -0.18730 0.59476
H 6.75108 -1.23415 1.06044
H 9.87464 -1.01850 -0.62248
H 8.66381 -1.07164 -1.98138
H 9.65770 -2.48491 -1.72159
C -10.62275 -2.20976 -0.23646
C -10.04335 -2.76067 -1.58774
C -10.53819 -1.91765 -2.68959
C -10.26627 -0.40362 -2.68690
N -10.55794 0.21048 -4.02212
C -9.61064 -0.28958 -5.08028
C -9.59425 0.84230 -6.10924
C -10.06237 2.13386 -5.39274
C -10.28661 1.67964 -3.99986
C -11.93886 -0.00019 -4.46685
H -11.66307 -2.00991 -0.48647
H -10.16639 -1.24136 0.05174
H -10.62135 -2.78159 0.63079
H -10.47321 -3.76406 -1.71230
H -8.95651 -2.78190 -1.57625
H -11.61826 -2.07717 -2.73628
H -10.16604 -2.29759 -3.62158
H -9.21463 -0.20713 -2.34887
H -10.88397 0.20109 -2.03762
H -10.03814 -1.23962 -5.45357
H -8.64949 -0.39201 -4.55285
H -10.27028 0.53297 -6.88724
H -8.63144 0.97404 -6.57541
H -10.94527 2.45848 -5.92071
H -9.35032 2.88474 -5.36121
H -11.04642 2.19163 -3.39957
H -9.39827 1.71494 -3.35356
H -12.59794 0.29105 -3.64997
H -12.12873 -1.00738 -4.67222
H -12.16989 0.69768 -5.30934
C 8.79319 1.76960 6.82751
C 8.17184 1.32509 8.15013
C 7.98711 2.48686 9.08431
C 7.72980 2.14552 10.47159
N 7.79701 3.28249 11.44588
C 9.08091 4.08388 11.44188
C 9.34266 4.53957 12.88184
C 8.26375 3.87541 13.73673
C 7.80280 2.71589 12.79162
C 6.60732 4.16858 11.24904
H 8.98925 0.87870 6.20441
H 9.79339 2.22865 7.05589
H 8.18434 2.51007 6.31238
H 8.76579 0.52780 8.65548
H 7.21693 0.88365 7.90583
H 7.13726 3.04861 8.68097
H 8.89100 3.09118 9.06207
H 8.41740 1.43602 10.91866
H 6.70052 1.79762 10.61031
H 8.93008 4.84807 10.67717
H 9.90026 3.49130 11.14939
H 9.26288 5.61454 12.98785
H 10.38500 4.26451 13.17219
H 7.41291 4.47801 13.99480
H 8.71209 3.58067 14.68192
H 6.75613 2.35290 13.03804
H 8.59893 1.99738 12.77718
H 6.78929 4.76406 10.40774
H 6.39415 4.85639 12.01896
H 5.72635 3.58840 11.16218
C 0.51539 -6.14795 4.22683
C 1.07214 -7.37434 3.53567
C 2.46326 -7.20505 2.89469
C 2.53398 -6.09482 1.83204
N 3.56292 -6.32750 0.77822
C 3.54711 -5.23779 -0.29682
C 4.15804 -5.88468 -1.51742
C 3.86752 -7.38803 -1.37092
C 3.26518 -7.54882 -0.03949
C 4.96234 -6.31346 1.28080
H 0.38480 -5.37800 3.47736
H 1.19616 -5.73838 4.95619
H -0.42133 -6.45146 4.74111
H 0.32471 -7.69381 2.80914
H 1.17923 -8.25403 4.15525
H 2.76370 -8.21055 2.51166
H 3.21598 -6.94028 3.63860
H 2.88444 -5.15342 2.23419
H 1.60229 -5.97772 1.30675
H 4.20121 -4.42842 0.06164
H 2.51993 -4.86013 -0.29158
H 5.21562 -5.65997 -1.69438
H 3.65491 -5.48071 -2.37605
H 4.75917 -8.00931 -1.42209
H 3.23401 -7.80453 -2.15192
H 3.56944 -8.46030 0.53775
H 2.15900 -7.57050 -0.07643
H 5.12637 -5.30563 1.73319
H 5.52978 -6.54184 0.38139
H 5.09195 -7.07740 2.10390
C -3.10334 12.44624 -3.98746
C -2.87539 10.98412 -4.16213
C -3.49862 10.14321 -3.03693
C -2.45840 9.97420 -1.97270
N -2.75817 9.10993 -0.81717
C -1.63222 9.35020 0.15222
C -1.76165 8.23935 1.11581
C -2.09616 6.97360 0.24648
C -2.61527 7.59322 -1.09697
C -4.04558 9.42294 -0.22843
H -2.67341 12.96245 -4.84166
H -2.59961 12.92820 -3.16040
H -4.12924 12.75219 -3.90672
H -1.82169 10.79105 -4.27253
H -3.36228 10.67390 -5.12613
H -3.84054 9.12066 -3.20257
H -4.40426 10.65066 -2.65027
H -2.22274 10.85873 -1.43063
H -1.54284 9.51710 -2.35742
H -1.78897 10.36205 0.62878
H -0.72261 9.29671 -0.43668
H -2.58080 8.44672 1.81395
H -0.81336 8.18078 1.65308
H -2.91249 6.38499 0.63559
H -1.20787 6.37313 0.07943
H -3.57386 7.16200 -1.50865
H -1.74448 7.48496 -1.84178
H -4.19334 8.85501 0.67689
H -4.83127 9.28491 -0.98083
H -4.04189 10.45456 0.17055
C 0.79539 11.24771 -2.88573
C 1.49583 10.50016 -4.04912
C 2.79064 9.86968 -3.57161
N 3.92704 9.58138 -4.57352
C 3.39724 8.50101 -5.45991
C 5.15685 9.21557 -3.81616
C 6.30738 9.37020 -4.79628
C 5.88951 10.52788 -5.75648
C 4.38951 10.82584 -5.32811
H -0.25925 11.33839 -3.12821
H 1.22755 12.20783 -2.59822
H 0.79230 10.67086 -1.98580
H 1.61124 11.26493 -4.81512
H 0.76814 9.83577 -4.40596
H 2.56274 8.93054 -3.07123
H 3.26486 10.48737 -2.77873
H 4.17562 8.20575 -6.16500
H 2.54202 8.92444 -5.97901
H 3.13901 7.68660 -4.82625
H 5.10002 8.20693 -3.38796
H 5.18550 9.98984 -3.06355
H 6.47323 8.46563 -5.35929
H 7.22751 9.50993 -4.29944
H 6.00858 10.33575 -6.79600
H 6.53499 11.38780 -5.56404
H 3.72214 10.96214 -6.16847
H 4.24645 11.69722 -4.68557
C 3.00744 2.49820 1.74708
C 1.79474 1.64631 1.66805
C 1.77013 0.82764 0.45544
N 0.47343 0.15668 0.03861
C -0.13770 -0.33764 1.30112
C 0.65074 -0.87230 -0.98590
C 0.11565 -0.34739 -2.33577
C -0.13571 1.18512 -2.18524
C -0.44261 1.25565 -0.70473
H 3.13844 3.26837 1.04702
H 3.90867 1.88448 1.82535
H 2.97835 3.18411 2.61963
H 0.87413 2.25644 1.73511
H 1.75828 1.03955 2.59678
H 2.33600 -0.08253 0.57225
H 2.18346 1.39013 -0.36985
H -1.04233 -0.84558 0.99912
H -0.31776 0.52306 1.93351
H 0.59864 -1.04661 1.73295
H 0.07911 -1.74798 -0.71669
H 1.66736 -1.11366 -1.06859
H -0.65016 -1.00444 -2.69575
H 0.90135 -0.37420 -3.11064
H -1.01018 1.67314 -2.70690
H 0.78563 1.79220 -2.35830
H -1.47425 0.93782 -0.54541
H -0.27757 2.24215 -0.26306
C -1.29552 -8.02033 -0.47116
C -2.77556 -7.69765 -0.50399
C -3.12594 -6.86083 -1.73331
N -4.45435 -6.22685 -1.64108
C -4.44960 -5.05911 -2.59868
C -4.92931 -5.79090 -0.26218
C -6.33786 -5.43552 -0.43873
C -6.87507 -6.56151 -1.39217
C -5.68949 -7.12823 -2.11546
H -0.87557 -8.31890 -1.41777
H -1.07954 -8.84141 0.23064
H -0.73696 -7.17670 -0.11590
H -3.03818 -7.21247 0.46489
H -3.33765 -8.60852 -0.54037
H -3.12920 -7.43610 -2.67784
H -2.38333 -6.04232 -1.71221
H -4.15082 -5.39892 -3.51456
H -3.79746 -4.23493 -2.18676
H -5.49675 -4.67502 -2.67546
H -4.27920 -4.96509 -0.06604
H -4.82057 -6.62255 0.47057
H -6.47483 -4.50483 -0.94465
H -6.86354 -5.32726 0.51538
H -7.75448 -6.21567 -1.91610
H -7.20770 -7.31424 -0.61075
H -5.70656 -7.09684 -3.20194
H -5.41876 -8.15062 -1.87658
C 0.34982 5.61816 -3.92528
F 0.58645 6.29538 -5.04228
F -1.01611 5.40716 -3.82873
F 0.93652 4.36316 -3.93429
S 0.89407 6.51578 -2.41762
O 0.64910 5.56480 -1.33549
O 2.27915 6.88014 -2.70736
O 0.03468 7.72307 -2.35815
C 0.58918 -5.81445 -3.62418
F 1.34980 -5.92239 -4.70441
F -0.41983 -6.68750 -3.77230
F 1.33919 -6.20687 -2.58103
S 0.05560 -4.05520 -3.36584
O 1.06520 -3.45134 -2.52585
O 0.03395 -3.51681 -4.72256
O -1.21737 -4.31252 -2.79388
C 4.40032 -1.67000 4.01008
F 4.02132 -2.66917 4.76939
F 3.64964 -0.61098 4.40168
F 5.71309 -1.41375 4.27359
S 4.09194 -2.01536 2.21967
O 4.46121 -0.78237 1.47154
O 4.98067 -3.10690 1.87802
O 2.66501 -2.30334 2.35249
C -5.36246 -0.20299 0.43410
F -6.29434 -0.62613 1.28138
F -5.99053 0.04961 -0.80008
F -4.78633 0.93589 0.79509
S -4.10486 -1.48999 0.11286
O -4.71405 -2.59342 -0.58545
O -2.99181 -0.72953 -0.42853
N -3.74811 -1.79926 1.60927
S -4.05605 -3.17245 2.39311
O -4.11179 -2.93388 3.79187
O -4.99586 -4.00781 1.74971
C -2.43635 -3.88512 2.14789
F -1.44139 -3.06578 2.38769
F -2.22897 -4.95625 2.96138
F -2.27038 -4.34008 0.92035
```

## Properties
E = -8689.18721 a.u.
Total charge = +6
Orbital gap = 9.72 eV
Maximum force = 4.1 eV/A